[1]
The following is a quantum chemistry calculation of the molecule C4H3NO at a distorted geometry, from OMol25.

Atoms and positions in Å:
O  1.8091  0.4943  -0.6131
H  0.3427  -0.2494  1.6456
H  -1.1427  1.7401  0.5988
C  -0.3502  -0.4175  -0.5007
C  -1.3030  0.6815  0.2554
C  1.2578  -0.5126  -0.7705
N  -1.5365  0.1950  -1.0310
C  -0.6375  -0.3763  0.9628
H  1.5604  -1.5550  -0.5473

Summary:
* max |F|: 5.16 eV/Å
* ΔE to the lowest compared entry with this formula, charge and spin: 458.6 kJ/mol
* HOMO-LUMO gap: 8.58 eV
* 2S+1: 1

Atomic partial charges in e from the Mulliken method, atoms 1 to 6: atom 1 (O): -0.33, atom 2 (H): 0.20, atom 3 (H): 0.23, atom 4 (C): 0.57, atom 5 (C): 0.13, atom 6 (C): -0.01


[2]
The following is a quantum chemistry calculation of the molecule C4H3NO2 at a distorted geometry, from OMol25.

Atoms and positions in Å:
H  0.8020  1.7485  -0.3903
C  0.6514  1.1277  0.5134
C  -1.3805  -0.4354  -0.0160
O  0.9386  1.5028  1.6159
H  0.3829  -0.8922  1.1249
C  0.1361  -0.3058  0.2329
N  1.4633  -0.9772  -1.9139
C  0.8650  -0.7545  -0.9510
O  -1.8512  -0.5815  -1.1106
H  -2.0075  -0.4324  0.8946

Summary:
* max |F|: 1.13 eV/Å
* ΔE to the lowest compared entry with this formula, charge and spin: 161.7 kJ/mol
* structure (SMILES): N#CC(C=O)C=O
* HOMO-LUMO gap: 10.55 eV
* 2S+1: 1

Atomic partial charges in e from the Mulliken method, atoms 1 to 6: atom 1 (H): 0.36, atom 2 (C): -0.09, atom 3 (C): -0.11, atom 4 (O): -0.42, atom 5 (H): 0.27, atom 6 (C): 0.38


[3]
The following is a quantum chemistry calculation of the molecule C4H3NO2, from OMol25.

Atoms and positions in Å:
H  2.7321  0.7556  1.1801
H  -1.4587  -0.3732  -2.2514
C  0.6034  0.3550  0.9829
H  0.3195  1.1042  1.7136
C  2.0136  0.0821  0.6753
N  -1.2695  -0.8717  -0.2024
O  -3.0073  0.3097  -1.1172
O  2.3932  -0.8046  -0.0589
C  -1.9674  -0.2551  -1.2833
C  -0.3588  -0.3020  0.3614

Summary:
* max |F|: 0.83 eV/Å
* ΔE to the lowest compared entry with this formula, charge and spin: 202.5 kJ/mol
* structure (SMILES): O=CC=C=NC=O
* HOMO-LUMO gap: 10.05 eV
* 2S+1: 1

Atomic partial charges in e from the Mulliken method, atoms 1 to 6: atom 1 (H): 0.31, atom 2 (H): 0.34, atom 3 (C): -0.71, atom 4 (H): 0.35, atom 5 (C): 0.06, atom 6 (N): -0.29


[4]
The following is a quantum chemistry calculation of the molecule C4H3NO2, from OMol25.

Atoms and positions in Å:
C  0.8003  0.5369  1.4638
H  -1.6337  -0.8402  -1.1752
N  0.2925  -1.1221  -0.4342
C  -0.8950  -0.4552  -0.4751
O  -0.3700  0.8776  1.3485
C  1.4264  -0.4381  -0.4839
O  1.5348  0.8244  -0.3987
H  2.3341  -1.0522  -0.5621
C  -1.2798  0.5635  0.3126
H  -2.2096  1.1056  0.4041

Summary:
* max |F|: 0.88 eV/Å
* ΔE to the lowest compared entry with this formula, charge and spin: 495.8 kJ/mol
* HOMO-LUMO gap: 9.37 eV
* 2S+1: 1

Atomic partial charges in e from the Mulliken method, atoms 1 to 6: atom 1 (C): 0.14, atom 2 (H): 0.36, atom 3 (N): -0.62, atom 4 (C): 0.14, atom 5 (O): -0.08, atom 6 (C): 0.13


[5]
The following is a quantum chemistry calculation of the molecule C4H3NO2 at a distorted geometry, from OMol25.

Atoms and positions in Å:
C  0.7380  -0.3981  0.9955
O  -0.4155  0.2467  1.1857
C  -0.5866  1.0073  0.0333
H  2.3325  -0.0917  -0.5139
O  -2.5070  0.1073  -1.3744
H  -0.9056  -0.9060  -0.5162
H  0.9694  -1.1899  1.6893
C  1.3689  0.1495  -0.0899
N  0.5263  1.0376  -0.6829
C  -1.5203  0.0374  -0.7264

Summary:
* max |F|: 1.06 eV/Å
* ΔE to the lowest compared entry with this formula, charge and spin: 324.0 kJ/mol
* structure (SMILES): O=Cc1ncco1
* HOMO-LUMO gap (spin up / spin down): 9.41 / 9.41 eV
* 2S+1: 1

Atomic partial charges in e from the Mulliken method, atoms 1 to 6: atom 1 (C): -0.16, atom 2 (O): -0.27, atom 3 (C): 0.23, atom 4 (H): 0.38, atom 5 (O): -0.40, atom 6 (H): 0.28


[6]
The following is a quantum chemistry calculation of the molecule C4H3NO2 at a distorted geometry, from OMol25.

Atoms and positions in Å:
H  -1.5998  -1.5199  -0.9902
O  -0.2713  2.0688  1.2523
C  -0.9722  0.4207  -0.1129
C  1.3753  -0.5152  -0.0385
C  -0.7916  -0.8132  -0.6630
C  0.0171  1.0390  0.7806
H  -2.0224  0.9986  -0.0356
N  1.2779  0.4461  0.7471
H  2.4531  -0.8645  -0.2006
O  0.5340  -1.2605  -0.7390

Summary:
* max |F|: 5.13 eV/Å
* ΔE to the lowest compared entry with this formula, charge and spin: 183.2 kJ/mol
* structure (SMILES): O=c1ccocn1
* HOMO-LUMO gap: 10.34 eV
* 2S+1: 1

Atomic partial charges in e from the Mulliken method, atoms 1 to 6: atom 1 (H): 0.34, atom 2 (O): -0.49, atom 3 (C): -0.20, atom 4 (C): 0.19, atom 5 (C): -0.18, atom 6 (C): 0.52


[7]
The following is a quantum chemistry calculation of the molecule C4H3NO2 at a distorted geometry, from OMol25.

Atoms and positions in Å:
H  -0.6535  -1.4072  0.4156
C  1.9432  -0.0126  0.1168
N  0.7876  0.3673  0.2130
C  -1.8458  0.4026  0.5096
C  -0.5033  -0.2924  0.1356
O  2.9619  -0.9129  -0.0286
C  -1.6167  0.2017  -0.7602
O  3.1469  0.5400  -0.1413
H  -2.3447  0.7975  1.2954
H  -1.8756  0.3160  -1.7560

Summary:
* max |F|: 4.92 eV/Å
* ΔE to the lowest compared entry with this formula, charge and spin: 722.1 kJ/mol
* structure (SMILES): C1=CC1N=C1OO1
* HOMO-LUMO gap: 10.80 eV
* 2S+1: 1

Atomic partial charges in e from the Mulliken method, atoms 1 to 6: atom 1 (H): 0.29, atom 2 (C): 0.72, atom 3 (N): -0.39, atom 4 (C): -0.40, atom 5 (C): -0.06, atom 6 (O): -0.28


[8]
The following is a quantum chemistry calculation of the molecule C4H3NO2, from OMol25.

Atoms and positions in Å:
C  0.0033  0.9614  -1.6068
O  0.8816  0.0958  1.7281
C  -0.5410  -0.7495  0.2600
H  -1.2650  -1.3582  -0.2578
N  0.9531  0.9119  0.6369
O  -0.9455  0.7351  -2.3195
H  -0.0858  -1.6453  2.2601
H  0.8794  1.5367  -1.9527
C  0.1110  0.4105  -0.2339
C  0.0089  -0.8984  1.4856

Summary:
* max |F|: 0.52 eV/Å
* ΔE to the lowest compared entry with this formula, charge and spin: 203.7 kJ/mol
* structure (SMILES): O=Cc1ccon1
* HOMO-LUMO gap: 10.59 eV
* 2S+1: 1

Atomic partial charges in e from the Mulliken method, atoms 1 to 6: atom 1 (C): -0.07, atom 2 (O): -0.11, atom 3 (C): -0.23, atom 4 (H): 0.37, atom 5 (N): -0.42, atom 6 (O): -0.45


[9]
The following is a quantum chemistry calculation of the molecule C4H3NO2 at a distorted geometry, from OMol25.

Atoms and positions in Å:
C  0.6627  1.0838  -0.0581
C  -1.2249  -0.4410  0.0051
H  -1.3141  1.9645  0.1915
H  0.1104  -2.1652  0.1816
O  2.2220  -0.9418  -0.0172
O  -2.3510  -0.8699  -0.0529
N  -0.0425  -1.1950  -0.1016
H  1.5043  1.8841  0.0278
C  -0.7197  1.0475  -0.0925
C  1.1527  -0.3671  -0.0838

Summary:
* max |F|: 2.95 eV/Å
* ΔE to the lowest compared entry with this formula, charge and spin: 68.4 kJ/mol
* structure (SMILES): O=C1C=CC(=O)N1
* HOMO-LUMO gap: 9.48 eV
* 2S+1: 1

Atomic partial charges in e from the Mulliken method, atoms 1 to 6: atom 1 (C): -0.21, atom 2 (C): 0.36, atom 3 (H): 0.33, atom 4 (H): 0.27, atom 5 (O): -0.54, atom 6 (O): -0.52


[10]
The following is a quantum chemistry calculation of a cluster of 2 separate species, C4H3NO2S in total at a distorted geometry, from OMol25.

Atoms and positions in Å:
H  -1.8744  -1.7357  0.2666
H  -3.1275  0.5661  0.3454
O  0.6742  -1.7200  -0.0370
H  2.4068  1.0863  -1.1282
C  -2.1048  0.4219  0.2049
N  2.5854  0.8099  -0.1252
C  0.5024  0.5974  0.0515
O  3.2694  -0.1794  0.0327
S  -0.8418  1.6852  0.0790
C  -1.4885  -0.7874  0.1402
C  -0.0012  -0.7443  0.1702

Summary:
* max |F|: 3.88 eV/Å
* ΔE to the lowest compared entry with this formula, charge and spin: 696.0 kJ/mol
* HOMO-LUMO gap (spin up / spin down): 6.33 / 7.98 eV
* 2S+1: 1

Atomic partial charges in e from the Mulliken method, atoms 1 to 6: atom 1 (H): 0.43, atom 2 (H): 0.47, atom 3 (O): -0.52, atom 4 (H): 0.30, atom 5 (C): -0.36, atom 6 (N): 0.07


Copy entry 3 word for word.
The following is a quantum chemistry calculation of the molecule C4H3NO2, from OMol25.

Atoms and positions in Å:
H  2.7321  0.7556  1.1801
H  -1.4587  -0.3732  -2.2514
C  0.6034  0.3550  0.9829
H  0.3195  1.1042  1.7136
C  2.0136  0.0821  0.6753
N  -1.2695  -0.8717  -0.2024
O  -3.0073  0.3097  -1.1172
O  2.3932  -0.8046  -0.0589
C  -1.9674  -0.2551  -1.2833
C  -0.3588  -0.3020  0.3614

Summary:
* max |F|: 0.83 eV/Å
* ΔE to the lowest compared entry with this formula, charge and spin: 202.5 kJ/mol
* structure (SMILES): O=CC=C=NC=O
* HOMO-LUMO gap: 10.05 eV
* 2S+1: 1

Atomic partial charges in e from the Mulliken method, atoms 1 to 6: atom 1 (H): 0.31, atom 2 (H): 0.34, atom 3 (C): -0.71, atom 4 (H): 0.35, atom 5 (C): 0.06, atom 6 (N): -0.29